[1]
Entry from the Open Molecules 2025 dataset: C30H51N3O7PS3Ti as an isolated structure in a non-equilibrium geometry (the ωB97M-V functional and the def2-TZVPD basis).

Cartesian coordinates (Å):
Ti -0.862981 1.291908 1.283408
S -2.802935 -0.712873 2.145696
S -0.000423 4.423960 1.913918
S -1.176189 2.979492 -1.051145
P 0.883361 -1.506330 -0.882521
O -2.114406 2.555564 0.003552
O 0.293024 2.989450 1.623587
O -1.188541 4.499065 2.711461
O -1.055290 0.026521 -0.269922
O 0.053943 2.296030 -0.740020
O -1.612794 2.714311 -2.361462
O 1.166408 5.097384 2.387513
N 0.069887 -0.414108 0.210115
N -2.310865 2.121098 2.693987
N -0.217218 0.615143 3.358738
C 1.668494 0.617813 -2.738520
C -0.456095 5.261385 0.317578
C 1.239529 -3.101760 1.526927
C -2.814925 -3.157357 -1.367112
C 3.670545 -3.087295 2.272384
C -2.782175 -3.620644 -2.844431
C -4.081026 0.474377 2.756250
C -0.507322 7.453185 -0.702942
C -0.971358 4.703511 -0.823875
C -1.361072 -3.151761 -0.779742
C -0.952061 6.904570 -1.899857
C -0.288543 -2.501425 -1.749722
C 2.635072 -1.734963 -2.947957
C 2.915516 -0.102939 -4.869657
C -1.282395 5.563306 -1.877770
C -3.667995 1.852873 2.318392
C -1.003355 -1.666906 -2.853968
C 2.076588 -0.675249 -1.929158
C -0.535266 -0.767702 3.740730
C 2.374003 -1.459997 -4.432517
C 3.835819 -3.963023 1.016655
C 2.213535 -2.938220 2.727266
C -1.957096 2.154813 4.093459
C 3.040149 -3.362753 -0.157307
C 1.990763 -2.373671 0.336123
C -1.957482 -1.278994 3.686312
C -0.560862 1.694497 4.354498
C -0.210107 6.625609 0.392317
C 2.833127 0.863870 -3.640204
C -1.939859 -2.540373 -3.662181
H 0.176648 7.033414 1.317531
H 2.452987 -1.523090 0.781427
H -1.096697 7.530632 -2.793672
H -1.646696 5.081353 -2.766675
H 2.849514 -0.421154 -1.191187
H 0.200124 -2.807735 1.779163
H -2.044709 3.105864 2.465687
H 1.397292 1.528037 -2.175344
H -0.145285 -1.042818 4.743981
H 4.860070 -4.056279 0.758578
H -4.299782 2.600582 2.754521
H 2.572950 -4.172410 -0.721479
H 3.938742 -0.174789 -5.157165
H 4.054253 -2.102875 2.084470
H -0.061601 -1.369238 3.030637
H -1.420265 -2.574748 0.150317
H -1.503990 -0.810936 -2.388273
H 2.318549 -2.785096 -2.658909
H 0.224064 2.408420 4.091535
H -3.359094 -3.842932 -0.704205
H -2.520262 -0.951613 4.513778
H -1.075799 -4.240456 -0.562366
H 3.451055 -5.037230 1.187940
H -0.239235 8.526952 -0.655870
H 1.988313 -3.641088 3.547627
H 3.760675 0.746814 -3.059205
H -3.302921 -2.223339 -1.317734
H 4.199396 -3.581028 3.082531
H 0.799096 0.670647 3.281846
H -3.815633 -3.757290 -3.234989
H 1.302171 -1.517911 -4.644897
H -2.515348 -1.853246 -4.242766
H -1.315329 -3.152088 -4.359540
H 2.142415 -1.883565 3.104873
H 2.841036 -2.301202 -4.934563
H -2.328848 -4.635740 -2.889646
H -2.086401 3.200746 4.481174
H -5.097475 0.210877 2.414613
H 2.398591 0.265391 -5.780510
H -3.633241 1.969926 1.227417
H 2.881112 1.893328 -3.945868
H -2.667991 1.545559 4.616350
H 0.733887 0.511645 -3.308145
H 3.726649 -2.940983 -0.890314
H 1.258284 -4.168664 1.251215
H -0.273171 -1.122702 -3.442641
H 3.737687 -1.852927 -2.808343
H -4.126650 0.398786 3.827980
H -1.907323 -2.373695 3.695293
H -0.359815 1.383991 5.362381
H 0.288857 -3.355495 -2.207476

Atoms 1-6, force components in eV/Å:
-0.433 0.532 -0.740
-0.250 -0.158 0.224
0.942 0.432 -2.037
0.039 -0.029 0.076
0.946 0.151 1.902
-0.821 -0.348 1.371

2S+1	3
ΔE to the lowest compared entry with this formula, charge and spin	0.000	eV
total charge	+1
HOMO-LUMO gap (alpha / beta)	9.1 / 8.0	eV
<S²>	2.01
calculated total energy	-115645.5598	eV

[2]
Entry from the Open Molecules 2025 dataset: a 7-piece molecular cluster, C3H21NO7 overall in a non-equilibrium geometry (the ωB97M-V functional and the def2-TZVPD basis).

Cartesian coordinates (Å):
O -2.766260 -0.509999 -2.819068
O 1.525313 -0.557199 -0.725133
O -0.896830 0.904835 -4.033881
O -0.761402 -2.617522 -0.474714
O -1.186620 -1.406963 2.078034
O 3.116717 -0.807617 2.003395
O 1.306613 0.551449 -3.225174
N 0.574803 1.235264 2.561313
C 0.974805 2.110960 1.417436
C -1.381073 -0.138143 1.437835
C -0.863468 0.854881 2.482452
H -0.894500 1.498738 -3.274721
H 0.689894 0.184541 -3.868861
H 1.517583 -0.052072 -2.493226
H 2.234147 -1.111818 -0.372488
H -1.379991 1.804528 2.529994
H -1.042067 -3.045374 -1.286265
H 0.550982 3.125540 1.561643
H 2.036640 2.307077 1.334560
H -2.428728 0.035270 1.206508
H -2.175252 -1.044637 -2.271630
H 1.086148 0.379503 2.389660
H 1.642090 0.330397 -0.365356
H -0.817080 0.005536 0.508621
H -0.918843 0.331378 3.460271
H -3.624523 -0.708501 -2.414140
H 0.192384 -2.469027 -0.541414
H -1.282451 -2.167820 1.476424
H 3.475732 -0.006363 2.409546
H -1.834562 0.636938 -3.947519
H 2.715944 -1.259288 2.754010
H 0.613853 1.605509 0.501886

Atoms 1-6, force components in eV/Å:
-0.725 -0.680 0.767
0.026 -0.538 -0.024
-2.333 0.497 -0.153
-0.074 -0.020 0.061
0.059 -0.298 -0.490
0.024 0.259 0.243

2S+1	1
ΔE to the lowest compared entry with this formula, charge and spin	1.832	eV
HOMO-LUMO gap	9.2	eV
SMILES	CNCCO.O.O.O.O.O.O
calculated total energy	-19273.2618	eV

[3]
Entry from the Open Molecules 2025 dataset: C5H4N2O in the gas phase in a non-equilibrium geometry (the ωB97M-V functional and the def2-TZVPD basis).

Cartesian coordinates (Å):
O 0.455963 2.139703 -0.005827
N 2.114341 -0.984244 -0.121546
N 0.869347 -1.402952 0.334247
C -2.217066 0.213591 0.114555
C 2.370005 0.288180 0.022761
C -0.023926 -0.419832 0.014591
C -1.377625 -0.801127 -0.132345
C 0.883949 0.944814 0.067822
H -3.170310 -0.115239 -0.393426
H -1.916017 1.278230 0.624004
H 3.527317 0.657765 -0.146142
H -1.515976 -1.798888 -0.378699

Atoms 1-6, force components in eV/Å:
2.214 -5.570 0.532
2.412 1.837 1.449
-2.794 2.640 -2.485
-1.604 0.212 -0.873
-0.125 -0.986 -0.676
6.047 -2.550 2.232

2S+1	1
ΔE to the lowest compared entry with this formula, charge and spin	5.078	eV
HOMO-LUMO gap	7.6	eV
SMILES	C=CC1=NN=CC1=O
calculated total energy	-10271.6843	eV

[4]
Entry from the Open Molecules 2025 dataset: a 2-piece molecular cluster, C6H12N2 overall in a non-equilibrium geometry (the ωB97M-V functional and the def2-TZVPD basis).

Cartesian coordinates (Å):
N -1.250150 1.631962 -2.416922
N 1.648094 -0.551439 1.747362
C -1.705388 -0.721055 -1.831649
C 0.886169 0.579236 1.733080
C 0.563316 1.419713 2.736244
C 2.920833 -0.402759 1.855542
C -1.310983 -2.101068 -1.302714
C -0.848385 0.342449 -1.940716
H 0.421071 0.737557 0.736338
H 0.841800 1.241093 3.804456
H 3.541864 -1.318269 1.904243
H -2.205836 1.876352 -2.213134
H 3.413892 0.584633 1.966559
H -0.683542 2.343277 -1.894692
H -1.350985 -2.903065 -2.107374
H -1.968717 -2.463147 -0.476638
H 0.194778 0.227922 -1.637124
H -0.255699 -2.091772 -0.929484
H -0.149508 2.160773 2.487933
H -2.702618 -0.592398 -2.221312

Atoms 1-6, force components in eV/Å:
1.846 0.615 1.224
2.615 -0.471 0.317
1.853 0.711 -0.027
-1.582 1.730 -0.275
0.786 -1.781 0.267
-0.852 -0.757 0.348

2S+1	1
ΔE to the lowest compared entry with this formula, charge and spin	2.569	eV
HOMO-LUMO gap	8.9	eV
SMILES	C/C=C/N.C=CN=C
calculated total energy	-9394.2809	eV

[5]
Entry from the Open Molecules 2025 dataset: C37H35N6O5ReS as an isolated structure in a non-equilibrium geometry (the ωB97M-V functional and the def2-TZVPD basis).

Cartesian coordinates (Å):
Re -0.199487 0.791966 -0.265836
S 1.733601 -4.587551 -7.114105
O 1.627332 1.357639 -0.937073
O 2.266563 -7.073213 -6.644344
O -2.007818 0.591499 0.451581
O 4.173957 1.074260 -1.387632
O 0.364337 0.426577 6.251861
N -1.494443 -0.437038 5.286507
N 0.515446 3.237076 -1.602897
N -0.550060 2.652265 -0.920412
N 0.504504 -1.187269 0.287078
N 0.349022 -3.344446 0.542494
N 0.205232 1.574557 1.819763
C 2.000901 -2.333422 -5.605922
C 4.048028 2.386617 -1.874809
C 1.888354 -6.082960 -6.109905
C -1.617259 -1.323903 6.466072
C -2.928451 2.680139 -0.354659
C -0.223925 -0.637896 -3.069447
C -5.320741 3.103185 0.015256
C 1.581201 2.536348 -1.523644
C -0.678579 -2.359551 -4.727756
C -0.233989 -3.264284 -5.656529
C -3.164110 -1.239907 3.632380
C 2.968684 4.388607 -2.469882
C -0.658289 -2.531369 6.443162
C -0.237197 0.843419 2.861108
C -4.086539 3.533099 -0.444677
C -3.064027 1.405776 0.252851
C 5.279658 2.973381 -2.135827
C 0.614141 3.408748 3.298545
C 1.103059 -3.292957 -6.028334
C -4.348147 0.982101 0.545415
C 1.550691 -1.397960 -4.700863
C 0.265349 2.606209 4.372904
C 1.688512 -5.937151 -4.628460
C 1.772448 -1.696920 0.483662
C -0.504764 0.029196 -2.086026
C 0.231091 -1.397888 -4.238639
C -2.755308 -0.097353 4.557873
C -0.431909 0.422717 5.345603
C -5.435683 1.811746 0.493472
C -1.724449 3.217934 -0.948850
C 4.187299 4.997051 -2.687512
C 1.704423 -3.006860 0.611343
C -0.330844 -2.176628 0.363157
C 2.866654 3.099002 -2.012278
C 5.365838 4.308357 -2.507317
C 0.625783 2.833637 2.030470
C -0.162316 1.322361 4.157014
H 4.245601 6.056706 -3.017829
H 0.967979 4.433491 3.448148
H -2.534705 -1.309530 2.698246
H -6.210412 3.725188 -0.061799
H -3.965709 4.546019 -0.816004
H 2.033662 4.955809 -2.657383
H -0.787268 -3.137233 7.357367
H -4.448847 0.014575 1.009017
H 6.210026 2.402037 -1.924078
H 3.017242 -2.248908 -5.938827
H -1.715997 -2.386259 -4.430145
H 2.089350 -6.776071 -3.999099
H 0.634057 -5.862843 -4.354096
H -1.414315 -2.046342 0.244354
H 0.233195 2.973947 5.396004
H 0.937167 3.441653 1.181374
H -2.595611 0.823069 3.993923
H -0.736776 -0.082771 2.655621
H 2.213250 -0.665761 -4.247898
H 2.642063 -1.066251 0.569789
H 2.442875 -3.750571 0.777644
H 0.367497 -2.229198 6.334149
H -3.529637 0.161850 5.305799
H -1.837045 4.165622 -1.550399
H -0.869176 -3.216498 5.616049
H -6.356553 1.393127 0.873007
H 2.172742 -5.001657 -4.270799
H -4.141051 -1.086185 3.181089
H -0.064473 -4.240116 0.429755
H 3.362897 0.757912 -0.974826
H -0.850178 -4.059552 -6.071822
H -1.331579 -0.685178 7.299638
H -3.182438 -2.215458 4.152055
H -2.634800 -1.723958 6.593779
H 6.313224 4.750354 -2.687781

Atoms 1-6, force components in eV/Å:
0.812 -0.678 0.233
-0.383 0.200 -0.219
-0.439 -0.094 0.566
-0.005 -0.567 -0.507
-0.970 -0.016 0.008
0.188 1.064 -0.553

2S+1	4
ΔE to the lowest compared entry with this formula, charge and spin	0.000	eV
total charge	+1
HOMO-LUMO gap (alpha / beta)	7.5 / 6.3	eV
<S²>	3.79
calculated total energy	-71074.3864	eV

[6]
Entry from the Open Molecules 2025 dataset: an isolated ion of composition C23H47ClFN2O and charge +1 (the ωB97M-V functional and the def2-TZVPD basis).

Cartesian coordinates (Å):
Cl 4.523301 -0.692347 -2.047826
F 4.810866 -4.810361 -1.347146
O 1.652712 -1.287073 -1.020394
N 2.556556 -3.054600 -2.172358
N 1.398284 -5.212893 -2.695737
C -3.963007 1.889729 2.908466
C 1.554816 -1.855078 -2.294450
C 2.046986 -0.817359 -3.311241
C -1.249163 7.172025 3.669024
C -1.951451 -1.456627 -0.366633
C -1.933016 -0.887776 1.049793
C 3.828282 -5.594788 -0.721127
C -3.120146 0.626781 2.713696
C 2.381457 -4.235877 -3.095195
C -3.125806 3.162533 2.974825
C -0.905103 -1.198654 -2.708945
C 0.021657 7.240875 4.505230
C -2.868891 0.301660 1.245507
C 2.776195 -3.273725 -0.660754
C -3.204803 5.739681 2.913919
C -1.865246 5.777116 3.642859
C 1.744634 -2.328236 -0.062778
C 0.136282 -2.327818 -2.612687
C 2.758049 -4.687028 -0.112576
C -1.302007 -0.524893 -1.393374
C 3.541299 -0.583024 -3.563219
C 4.144334 -1.483584 -4.641169
C -3.980747 4.423400 3.049248
H -2.190311 -1.672418 1.768948
H 3.456635 -2.652006 -2.452351
H -2.468349 3.211871 2.097252
H 3.644893 -2.452505 -4.712275
H -0.556298 -0.438018 -3.410471
H -3.823540 0.098871 0.746650
H 0.146345 -2.874178 -3.556705
H 2.933059 -4.554802 0.958333
H -2.009434 0.270016 -1.641449
H 3.377416 -4.678804 -3.146426
H 5.204500 -1.658744 -4.471657
H -3.044833 5.963156 1.853766
H -1.795661 -1.631684 -3.171560
H 0.751346 6.500675 4.167560
H 0.771305 -5.437551 -3.457372
H -4.565446 1.805042 3.817452
H -1.034185 7.487845 2.642537
H -2.464760 3.107260 3.845188
H 2.155976 -3.804774 -4.073304
H 3.642237 0.453273 -3.871155
H -4.732629 4.370131 2.254709
H -1.159236 5.090781 3.163925
H -0.436998 -0.029459 -0.946570
H -3.596186 -0.235101 3.191572
H 1.608720 -1.036303 -4.289405
H 4.330436 -6.194326 0.035419
H -1.470796 -2.441694 -0.367946
H 4.041837 -1.007208 -5.616450
H -0.907373 -0.575230 1.286009
H 3.408198 -6.247338 -1.485640
H -0.183434 -3.034701 -1.846059
H 1.787218 -5.173432 -0.203267
H 1.592835 0.110087 -2.963694
H -4.675202 1.979533 2.079225
H 0.837515 -4.944264 -1.901704
H -3.824156 6.554791 3.299553
H -2.448890 1.187830 0.756254
H 2.107003 -1.887612 0.864381
H -4.539494 4.420884 3.991130
H 0.491699 8.223442 4.442947
H -1.987218 7.880854 4.058100
H -2.990530 -1.638307 -0.663976
H -0.187236 7.038042 5.557495
H -1.987899 5.418146 4.672070
H -2.154749 0.761338 3.216373
H 0.775778 -2.800403 0.125831
H 3.763570 -2.855060 -0.488199

Atoms 1-6, force components in eV/Å:
0.081 0.075 0.005
0.018 0.001 0.092
-0.102 -0.072 0.059
-0.073 -0.216 -0.016
-0.136 0.002 -0.045
-0.043 -0.003 -0.015

2S+1	1
total charge	+1
HOMO-LUMO gap	10.0	eV
SMILES	CCCCCCCCCCCCCC[C@@]1(C[C@H](C)Cl)OC[C@@H](CCF)[N@H+]1CN
calculated total energy	-44875.4671	eV

[7]
Entry from the Open Molecules 2025 dataset: a 2-piece molecular cluster, C10H17N3 overall in a non-equilibrium geometry (the ωB97M-V functional and the def2-TZVPD basis).

Cartesian coordinates (Å):
N -0.316563 -0.542521 -1.649709
N -0.570832 0.522223 1.959635
N -1.662650 -0.288076 -1.652035
C 1.672829 1.111275 1.680085
C -0.608237 1.184722 3.115933
C 0.575050 1.817765 3.687045
C -2.020072 0.891543 -0.931847
C 1.683200 1.764087 2.868944
C 1.461683 -1.738868 -0.684801
C 0.038923 -1.331053 -0.599353
C 0.593147 0.437713 1.265593
C 0.674138 0.223128 -2.277849
C -0.969488 -2.155606 0.113111
H -2.161440 -1.133819 -1.405321
H 2.559675 1.154762 1.076629
H -1.609574 -1.391248 0.599960
H 2.528061 2.318188 3.207853
H 1.346700 -0.420336 -2.902008
H 1.227073 0.878610 -1.556064
H -0.571989 -2.734797 1.023233
H -1.460058 -2.883920 -0.460352
H -1.643918 0.924915 0.096711
H 0.151027 0.790867 -3.084730
H -3.101783 0.923572 -0.928782
H 1.829999 -2.397364 0.106116
H 1.579695 -2.330340 -1.630111
H 2.007420 -0.774362 -0.552356
H 0.645025 2.342099 4.596757
H -1.735128 1.761348 -1.545315
H -1.701122 1.215179 3.488470

Atoms 1-6, force components in eV/Å:
-0.261 -3.359 3.180
0.662 0.141 0.441
-0.893 0.529 -2.231
1.777 0.241 -0.568
-0.469 0.581 0.683
-2.030 -1.611 -2.222

2S+1	1
ΔE to the lowest compared entry with this formula, charge and spin	4.498	eV
HOMO-LUMO gap	7.5	eV
calculated total energy	-15110.5535	eV

[8]
Entry from the Open Molecules 2025 dataset: C5H7NO in the gas phase in a non-equilibrium geometry (the ωB97M-V functional and the def2-TZVPD basis).

Cartesian coordinates (Å):
O -2.206376 -0.235964 0.036189
N 0.756342 -0.317246 -1.177341
C 0.055701 -0.909154 0.035471
C 1.055114 -0.421617 1.025561
C -0.130556 1.263399 0.117183
C 1.146640 0.554675 -0.178938
C -0.972774 -0.003485 0.057565
H -0.112254 -1.950892 -0.028008
H -0.636090 1.951218 -0.669717
H 1.780840 1.412294 -0.357868
H 2.021120 -0.939700 1.069540
H -0.185277 1.870210 0.913108
H 1.098155 -0.165261 2.068912
H 1.465366 -0.972343 -1.385142

Atoms 1-6, force components in eV/Å:
3.499 1.079 -0.015
-0.818 -1.864 -0.604
1.418 -5.815 -0.671
4.460 0.206 -0.882
-4.041 0.580 -4.705
1.449 5.817 2.543

2S+1	1
ΔE to the lowest compared entry with this formula, charge and spin	4.116	eV
HOMO-LUMO gap	10.2	eV
calculated total energy	-8832.0870	eV